## i
# C2H6BrOP

A cluster of 2 separate species, C2H6BrOP in total (ωB97M-V with the def2-TZVPD basis set, the Open Molecules 2025 dataset).

The frontier orbital gap (alpha / beta) comes out at 5.21 / 6.63 eV. As for the charge: 0. For the HOMO energy (alpha / beta), the calculation gives -8.14 / -8.71 eV.

Each atom is followed by the atoms it is bonded to, with distances in Å.
Element x y z (Å)
1 C -1.62153 0.00878 -0.74319  C2 1.475, H6 1.089, H7 1.095, H8 1.097
2 C -0.83594 0.61945 0.34576  C1 1.475, P4 1.753, H9 1.083
3 O 1.07119 -1.21473 0.26865  P4 1.608, H10 0.970
4 P 0.88738 0.36040 0.53402  C2 1.753, O3 1.608, H11 1.403
5 Br 4.22292 0.03774 -0.07581  no bonds
6 H -1.12109 -0.86894 -1.14889  C1 1.089
7 H -2.60335 -0.28799 -0.36044  C1 1.095
8 H -1.80751 0.72944 -1.54893  C1 1.097
9 H -1.20152 1.55994 0.73979  C2 1.083
10 H 1.99770 -1.41607 0.06227  O3 0.970
11 H 1.01175 0.47198 1.92677  P4 1.403



## ii
# C2H6BrOP

A cluster of 2 separate species, C2H6BrOP in total (ωB97M-V with the def2-TZVPD basis set, the Open Molecules 2025 dataset).

The frontier orbital gap (alpha / beta) comes out at 8.47 / 8.46 eV. As for the charge: 0. For the HOMO energy (alpha / beta), the calculation gives -9.27 / -9.23 eV.

Each atom is followed by the atoms it is bonded to, with distances in Å.
Element x y z (Å)
1 C 0.37292 0.53974 -1.44473  P4 1.858, H6 1.056, H7 1.099, H8 1.104
2 C 0.38935 -0.05726 1.42654  P4 1.808, H9 1.049, H10 1.080, H11 1.049
3 O -0.94524 -2.74294 -0.22207  no bonds
4 P -0.50645 -0.40108 -0.10572  C1 1.858, C2 1.808, Br5 2.195
5 Br -2.43204 0.63979 0.06242  P4 2.195
6 H 1.09893 -0.12162 -1.83419  C1 1.056
7 H -0.27711 0.94632 -2.23212  C1 1.099
8 H 0.83411 1.41821 -0.96019  C1 1.104
9 H -0.27708 0.32598 2.13971  C2 1.049
10 H 0.46418 -1.02106 1.90909  C2 1.080
11 H 1.27843 0.47393 1.26127  C2 1.049



Q: Which of them is the least stable? A: ii.



## i
# C2H9NO2

A cluster of 3 separate species, C2H9NO2 in total (ωB97M-V with the def2-TZVPD basis set, the Open Molecules 2025 dataset).

The frontier orbital gap comes out at 4.88 eV. As for the charge: 0. For the HOMO energy, the calculation gives -8.87 eV.

Each atom is followed by the atoms it is bonded to, with distances in Å.
Element x y z (Å)
1 C 0.50499 0.54317 -0.99860  C2 1.600, H4 1.084, H5 1.081, H7 1.109
2 C 1.36574 0.51694 0.34950  C1 1.600, N3 1.315, H6 1.130, H8 1.086
3 N 2.65943 0.49521 0.11490  C2 1.315, H13 1.033
4 H 0.19107 1.54616 -1.26432  C1 1.084
5 H 1.11952 0.10493 -1.77234  C1 1.081
6 H 1.01570 -0.47474 0.76334  C2 1.130
7 H -0.35260 -0.11510 -0.75329  C1 1.109
8 H 1.02117 1.34135 0.96680  C2 1.086
9 H -0.71972 -2.47728 0.09310  O11 0.961
10 H -2.08312 -0.53505 0.29450  O14 1.007
11 O -0.93812 -1.55366 0.24430  H9 0.961
12 H -3.52039 -0.07733 0.67058  O14 0.963
13 H 3.14663 1.39235 0.27038  N3 1.033
14 O -2.72874 0.23463 0.22025  H10 1.007, H12 0.963



## ii
# C2H9NO2

A cluster of 2 separate species, C2H9NO2 in total (ωB97M-V with the def2-TZVPD basis set, the Open Molecules 2025 dataset).

The frontier orbital gap comes out at 10.00 eV. As for the charge: 0. For the HOMO energy, the calculation gives -9.23 eV. The SMILES is NCO.CO.

Each atom is followed by the atoms it is bonded to, with distances in Å.
Element x y z (Å)
1 N 2.02239 -1.29660 -0.31937  C2 1.418, H4 1.001, H5 1.007
2 C 1.91844 -0.01428 0.27640  N1 1.418, O3 1.444, H6 1.073, H7 1.080
3 O 0.83440 0.11406 1.22172  C2 1.444, H8 0.961
4 H 2.53323 -1.99441 0.18477  N1 1.001
5 H 1.21331 -1.60340 -0.83498  N1 1.007
6 H 2.76686 0.08148 0.92692  C2 1.073
7 H 1.81124 0.79507 -0.43083  C2 1.080
8 H 0.01509 0.39779 0.80771  O3 0.961
9 C -2.46422 0.07849 -0.19307  O10 1.424, H11 1.082, H12 1.093, H13 1.091
10 O -1.89815 1.17278 -0.90648  C9 1.424, H14 0.962
11 H -1.93815 0.00727 0.75021  C9 1.082
12 H -3.54496 0.09128 -0.02988  C9 1.093
13 H -2.33080 -0.81959 -0.79747  C9 1.091
14 H -2.52547 1.88295 -1.07506  O10 0.962



## iii
# C2H9NO2

A cluster of 2 separate species, C2H9NO2 in total (ωB97M-V with the def2-TZVPD basis set, the Open Molecules 2025 dataset).

The frontier orbital gap comes out at 9.89 eV. As for the charge: 0. For the HOMO energy, the calculation gives -9.38 eV. The SMILES is NCCO.O.

Each atom is followed by the atoms it is bonded to, with distances in Å.
Element x y z (Å)
1 N 0.22178 -1.02111 -1.08827  C2 1.470, H5 1.011, H6 1.014
2 C 1.17990 -0.75211 -0.00668  N1 1.470, C3 1.535, H7 1.090, H8 1.137
3 C 1.68254 0.68137 0.21054  C2 1.535, O4 1.450, H9 1.088, H10 1.099
4 O 2.35614 1.20061 -0.96360  C3 1.450, H11 0.955
5 H 0.72137 -1.41019 -1.87595  N1 1.011
6 H -0.20442 -0.14385 -1.36551  N1 1.014
7 H 1.91853 -1.54386 -0.13507  C2 1.090
8 H 0.67871 -1.08982 0.95585  C2 1.137
9 H 2.47482 0.51219 0.93690  C3 1.088
10 H 0.93949 1.43860 0.49916  C3 1.099
11 H 1.72551 1.77023 -1.40023  O4 0.955
12 O -4.90917 0.30821 1.24183  H13 0.978, H14 0.965
13 H -4.79679 -0.24912 2.03760  O12 0.978
14 H -3.98841 0.29885 0.95344  O12 0.965



Q: Which of them is the least stable? A: i.